Record 1
10
Properties=species:S:1:pos:R:3:mulliken_charge:R:1 method="wB97M-V/def2-TZVPD" energy_ev=-19470.8893 gap_ha=0.3562
C -0.04 0.02 0.16 -0.64
N -1.32 0.40 0.60 -0.40
N -2.19 0.80 -0.17 0.80
O -2.08 1.16 -1.28 -0.62
S -3.82 0.73 0.64 0.02
C -4.22 -0.82 -0.03 0.32
N -4.51 -1.77 -0.57 -0.32
H 0.74 0.89 0.14 0.25
H 0.30 -0.71 0.76 0.28
H -0.13 -0.19 -0.95 0.29

Record 2
13
Properties=species:S:1:pos:R:3:mulliken_charge:R:1 method="wB97M-V/def2-TZVPD" energy_ev=-9832.9699 gap_ha=0.3063
C -0.29 -1.01 -0.40 -0.15
C -0.18 0.34 0.25 1.09
N -1.19 1.06 0.83 -0.49
C 0.74 -1.56 0.25 -0.15
C 1.23 1.48 -0.66 -0.73
O -1.33 -1.39 -1.19 -0.49
C 1.00 -0.27 1.06 -1.22
C 1.58 0.72 0.28 0.52
H -1.30 -2.35 -1.32 0.33
H -0.96 1.56 1.67 0.26
H -1.84 1.54 0.21 0.26
H 1.25 -2.51 0.22 0.44
H 1.29 2.39 -1.21 0.34

Record 3
41
Properties=species:S:1:pos:R:3:lowdin_spin:R:1 method="wB97M-V/def2-TZVPD" spin_multiplicity=2 energy_ev=-29317.2940 gap_ha="0.1787 / 0.1680" charge=+2
Ir 0.13 -0.51 0.16 0.74
C -0.16 0.12 3.52 0.00
C 1.08 -0.24 3.00 -0.06
C 0.91 -1.33 2.03 -0.05
C -0.49 -1.59 1.97 -0.05
C -1.12 -0.68 2.91 -0.07
H -0.34 0.89 4.25 0.00
H 2.02 0.21 3.26 0.00
H 1.69 -2.04 1.82 0.00
H -0.94 -2.54 1.70 0.00
H -2.18 -0.64 3.11 0.00
C 0.27 0.80 -3.91 0.02
C 0.28 0.02 -2.65 0.12
N 0.08 0.63 -1.47 0.00
N -0.16 1.90 -1.34 0.12
C -0.36 2.25 -0.05 -0.02
O -0.29 1.34 0.87 0.13
C -0.64 3.62 0.28 0.00
C -0.71 4.61 -0.71 -0.01
C -0.96 5.92 -0.35 0.00
C -1.15 6.25 0.99 -0.02
C -1.11 5.27 1.97 0.00
C -0.85 3.96 1.63 -0.01
C 0.50 -1.39 -2.52 0.02
C 0.75 -2.23 -3.61 0.02
C 0.97 -3.57 -3.40 0.02
C 0.94 -4.08 -2.11 0.03
C 0.68 -3.21 -1.06 0.01
N 0.47 -1.91 -1.24 0.04
H 0.06 1.84 -3.70 0.00
H -0.49 0.41 -4.59 0.01
H 1.24 0.72 -4.41 0.01
H -0.56 4.35 -1.75 0.00
H -1.00 6.69 -1.11 0.00
H -1.34 7.28 1.26 0.00
H -1.27 5.53 3.01 0.00
H -0.82 3.18 2.37 0.00
H 0.76 -1.80 -4.60 0.00
H 1.17 -4.24 -4.23 0.00
H 1.10 -5.13 -1.91 0.00
H 0.64 -3.59 -0.04 0.00

Record 4
70
Properties=species:S:1:pos:R:3:mulliken_charge:R:1 method="wB97M-V/def2-TZVPD" energy_ev=-42848.7630 gap_ha=0.0687
C 4.17 -5.65 1.72 -1.67
C 3.91 -4.20 1.62 0.17
N 4.92 -3.30 1.64 0.21
C 6.33 -3.64 1.68 -0.91
C 4.42 -1.99 1.51 0.16
C 3.01 -2.09 1.38 1.12
C 2.26 -0.95 1.10 -0.33
C 2.92 0.28 1.02 -0.86
C 4.32 0.37 1.17 -0.80
C 5.09 -0.78 1.40 -1.01
C 2.66 -3.52 1.45 1.09
C 1.40 -4.08 1.27 -1.06
C 0.13 -3.45 1.47 0.88
C -0.12 -2.47 2.47 -0.52
C -1.35 -1.84 2.54 -0.17
C -2.36 -2.15 1.61 -0.56
C -2.19 -3.23 0.72 -0.63
C -0.98 -3.89 0.69 -0.65
H 3.22 -6.19 1.79 0.37
H 4.71 -6.02 0.83 0.35
H 4.77 -5.89 2.61 0.37
H 6.90 -2.71 1.64 0.33
H 6.60 -4.20 2.59 0.30
H 6.62 -4.27 0.81 0.32
H 1.19 -1.06 0.95 0.61
H 2.33 1.18 0.85 0.48
H 4.80 1.33 1.09 0.39
H 6.18 -0.75 1.50 0.21
H 1.38 -5.12 0.91 0.28
H 0.66 -2.25 3.20 0.39
H -1.54 -1.07 3.29 0.45
H -3.27 -1.55 1.58 0.43
H -3.00 -3.52 0.06 0.39
H -0.83 -4.76 0.04 0.36
C -0.01 2.82 3.91 -1.46
C -0.97 1.89 3.22 0.52
O -1.50 2.65 2.10 -0.32
C -2.40 1.93 1.38 0.58
C -2.66 2.63 0.11 -0.63
N -3.15 2.06 -0.95 -0.42
C -2.93 2.48 -2.21 -0.12
C -3.96 2.18 -3.18 0.65
C -3.66 2.00 -4.55 -0.44
C -4.66 1.60 -5.43 -0.74
C -5.97 1.37 -4.96 -0.38
C -6.26 1.53 -3.59 -0.57
C -5.26 1.92 -2.71 -0.45
C -1.67 3.13 -2.58 0.62
C -1.55 4.00 -3.69 -0.42
C -0.32 4.59 -3.98 -0.71
C 0.80 4.33 -3.17 -0.53
C 0.68 3.46 -2.08 -0.56
C -0.54 2.86 -1.80 -0.34
O -2.85 0.85 1.74 -0.65
H 0.54 2.29 4.68 0.41
H 0.71 3.25 3.20 0.31
H -0.55 3.65 4.38 0.35
H -0.46 1.01 2.81 -0.20
H -1.79 1.58 3.87 0.30
H -2.40 3.72 0.13 0.43
H -2.64 2.13 -4.90 0.54
H -4.42 1.46 -6.49 0.35
H -6.75 1.07 -5.65 0.36
H -7.27 1.34 -3.20 0.36
H -5.44 2.01 -1.64 0.39
H -2.41 4.21 -4.33 0.65
H -0.23 5.26 -4.84 0.36
H 1.76 4.80 -3.39 0.37
H 1.54 3.23 -1.43 0.34
H -0.60 2.14 -0.98 0.55

Record 5
18
Properties=species:S:1:pos:R:3:lowdin_spin:R:1 method="wB97M-V/def2-TZVPD" spin_multiplicity=2 energy_ev=-21175.5575 gap_ha="0.4191 / 0.2131" charge=+1
C -0.52 1.23 -1.38 0.03
C 0.26 -0.04 -1.00 0.14
S 1.17 -0.69 -2.40 0.44
N -0.97 1.86 -0.12 0.00
H -1.37 0.93 -1.98 0.01
H 0.13 1.97 -1.83 0.00
H -0.45 -0.83 -0.74 0.00
H 0.90 0.10 -0.10 0.06
H 0.80 -1.97 -2.22 0.02
H -1.77 2.47 -0.24 0.00
H -0.25 2.39 0.36 0.00
H -1.17 0.81 0.70 0.00
N -0.22 -1.44 2.78 0.03
C -0.24 -0.48 1.85 0.02
O 0.84 -0.02 1.40 0.26
O -1.38 -0.03 1.45 0.01
H 0.68 -1.64 3.19 0.00
H -1.05 -1.56 3.35 0.00

Record 6
64
Properties=species:S:1:pos:R:3:mulliken_charge:R:1 method="wB97M-V/def2-TZVPD" energy_ev=-64929.3450 gap_ha=0.2526
Sn 1.70 2.42 -1.05 1.18
O -1.86 2.99 -0.64 -0.59
C -1.98 1.81 -0.69 0.17
O -0.83 1.01 -0.64 0.37
C -3.17 0.95 -0.82 0.31
C -4.48 1.40 -0.86 -0.79
C -5.48 0.44 -0.96 -0.62
C -5.15 -0.92 -1.01 -0.72
C -3.83 -1.34 -0.97 -0.63
C -2.83 -0.39 -0.87 0.47
P -0.99 -0.61 -0.81 0.51
C -0.95 -1.59 0.71 1.53
C -1.45 -0.95 1.84 -0.60
C -1.43 -1.59 3.07 -0.66
C -0.96 -2.89 3.16 -0.69
C -0.49 -3.54 2.03 -0.89
C -0.47 -2.89 0.80 -0.48
C -0.80 -1.27 -2.47 0.94
C -0.38 -0.39 -3.46 -0.35
C -0.32 -0.82 -4.77 -0.95
C -0.67 -2.12 -5.10 -0.56
C -1.10 -2.99 -4.10 -0.86
C -1.17 -2.57 -2.79 -0.20
H -4.70 2.45 -0.81 0.54
H -6.51 0.74 -0.99 0.42
H -5.94 -1.65 -1.09 0.45
H -3.60 -2.40 -1.01 0.39
H -1.84 0.06 1.78 0.31
H -1.79 -1.07 3.95 0.50
H -0.95 -3.40 4.12 0.42
H -0.13 -4.56 2.09 0.45
H -0.07 -3.39 -0.07 0.39
H -0.08 0.62 -3.21 0.24
H 0.01 -0.14 -5.55 0.46
H -0.62 -2.46 -6.12 0.41
H -1.37 -4.01 -4.35 0.44
H -1.48 -3.26 -2.02 0.27
O 2.37 3.58 5.92 -0.70
C 1.68 2.65 5.47 0.44
O 0.99 1.78 6.02 -0.71
C 1.69 2.55 3.92 0.28
C 1.08 1.46 3.30 -1.29
C 1.10 1.37 1.93 -0.43
N 1.67 2.31 1.16 0.23
C 2.26 3.37 1.75 0.32
C 2.29 3.52 3.12 -0.73
C 2.93 4.36 0.82 0.45
O 3.50 5.33 1.25 -0.61
O 2.86 4.03 -0.46 -0.68
H 0.62 0.71 3.92 0.64
H 0.67 0.53 1.40 0.94
H 2.78 4.36 3.57 0.62
N 3.78 1.35 -0.81 -0.47
C 4.01 -0.05 -1.23 -0.90
C 3.25 -1.05 -0.35 -0.71
C 1.84 -1.37 -0.81 0.42
O 1.58 -2.45 -1.29 -0.61
O 0.98 -0.38 -0.66 -0.21
H 4.41 1.98 -1.30 0.34
H 4.02 1.45 0.18 0.27
H 5.08 -0.28 -1.19 0.43
H 3.70 -0.14 -2.28 0.44
H 3.22 -0.68 0.68 0.24
H 3.79 -1.99 -0.35 0.43

Record 7
85
Properties=species:S:1:pos:R:3:mulliken_charge:R:1 method="wB97M-V/def2-TZVPD" energy_ev=-45752.9072 gap_ha=0.3576 charge=+1
C 0.19 -2.61 2.50 -1.09
C -0.85 -2.38 1.37 -0.87
C -0.39 -1.27 0.41 0.58
C 0.47 -1.90 -0.69 -0.75
P 1.14 -0.73 -1.94 1.37
C 0.36 -0.99 -3.58 -1.39
C -0.84 -0.06 -3.88 -0.80
C -2.21 -0.46 -3.28 -0.03
C -2.35 -1.89 -2.72 -1.10
C 1.14 1.01 -1.43 -1.28
C -0.24 1.63 -1.08 0.59
C -0.29 2.17 0.39 -0.81
N -0.89 3.48 0.53 -0.72
C 2.91 -1.18 -2.19 -1.20
C 3.64 -1.56 -0.88 -0.33
C 3.86 -3.08 -0.88 -0.46
C 4.72 -3.56 0.27 -0.02
O 5.54 -4.35 0.10 -0.50
O 4.45 -3.00 1.48 -0.31
C 5.61 -2.27 1.98 -0.41
C 5.21 -0.88 2.49 -0.90
H 0.22 -3.67 2.75 0.36
H -0.12 -2.02 3.36 0.26
H 1.16 -2.24 2.18 0.22
H -1.07 -3.30 0.82 0.44
H -1.77 -2.06 1.86 0.39
H 0.25 -0.58 0.96 0.50
H -1.28 -0.77 0.04 -1.12
H -0.10 -2.64 -1.25 0.68
H 1.26 -2.46 -0.19 0.35
H 0.17 -2.04 -3.76 0.63
H 1.15 -0.71 -4.28 0.57
H -0.59 0.97 -3.64 0.28
H -0.96 -0.07 -4.96 0.52
H -2.94 -0.37 -4.08 0.57
H -2.56 0.22 -2.50 -0.15
H -3.41 -2.14 -2.75 0.47
H -1.85 -2.66 -3.30 0.33
H -2.09 -1.89 -1.66 0.02
H 1.86 1.18 -0.64 0.55
H 1.52 1.56 -2.30 0.44
H -0.44 2.49 -1.72 0.74
H -1.07 0.94 -1.21 -0.84
H -0.94 1.48 0.94 0.07
H 0.68 2.12 0.88 0.55
H -0.39 4.17 -0.02 0.20
H -1.85 3.45 0.24 0.25
H 3.37 -0.30 -2.64 0.44
H 2.95 -1.98 -2.92 0.61
H 4.62 -1.10 -0.90 0.87
H 3.08 -1.27 0.01 -0.24
H 2.91 -3.61 -0.88 0.31
H 4.37 -3.35 -1.80 0.52
H 6.03 -2.83 2.80 0.43
H 6.35 -2.15 1.19 0.36
H 5.98 -0.13 2.27 0.29
H 5.08 -0.92 3.57 0.33
H 4.27 -0.53 2.06 0.17
C -0.32 7.21 -2.65 -0.96
C 0.40 7.08 -1.32 -0.25
O 1.44 6.09 -1.41 -0.49
H -0.75 6.26 -2.95 0.22
H -1.11 7.96 -2.59 0.33
H 0.38 7.51 -3.44 0.32
H -0.29 6.76 -0.54 0.27
H 0.85 8.03 -1.02 0.30
H 2.05 6.38 -2.10 0.29
C -5.21 0.42 1.10 -1.38
C -3.86 1.04 0.79 0.29
O -3.58 0.98 -0.61 -0.41
H -5.24 -0.62 0.77 0.29
H -5.42 0.45 2.17 0.35
H -6.00 0.95 0.57 0.44
H -3.07 0.49 1.31 -0.06
H -3.83 2.08 1.12 0.26
H -4.27 1.47 -1.07 0.24
C -3.38 -1.15 4.64 -0.75
C -2.94 -2.60 4.76 -0.25
O -1.90 -2.74 5.72 -0.53
H -2.53 -0.52 4.35 0.22
H -4.17 -1.04 3.89 0.10
H -3.75 -0.78 5.60 0.45
H -2.56 -2.97 3.81 0.12
H -3.78 -3.24 5.05 0.38
H -2.23 -2.43 6.56 0.31

Record 8
93
Properties=species:S:1:pos:R:3:mulliken_charge:R:1 method="wB97M-V/def2-TZVPD" energy_ev=-71035.1461 gap_ha=0.2606 charge=+1
C 1.95 3.34 1.02 -0.85
C 2.25 2.21 1.27 -1.18
C 2.56 0.80 1.63 2.10
C 3.96 0.50 1.05 -1.15
C 4.96 1.65 1.13 -1.26
C 5.04 2.44 -0.18 -0.09
C 5.11 3.93 0.03 -0.88
N 4.93 4.65 -1.26 -0.33
C 3.66 5.21 -1.40 0.72
C 2.81 4.76 -2.55 -0.93
O 3.23 6.02 -0.61 -0.57
C 2.65 0.73 3.17 -1.41
C 1.54 1.36 4.04 -0.15
C 1.80 2.80 4.48 -1.48
Cl -0.11 1.23 3.37 -0.17
O 1.51 0.06 1.05 0.33
C 1.72 -1.26 0.63 -0.42
C 2.03 -2.23 1.76 -0.93
C 1.21 -2.42 2.79 -1.01
C 0.45 -1.65 -0.17 1.78
C 0.35 -3.19 -0.24 -1.40
C -0.65 -3.54 -1.32 0.29
O -0.67 -4.61 -1.88 -0.76
C -0.86 -1.17 0.50 -0.59
C -1.92 -0.57 -0.44 -0.29
C -3.34 -0.82 0.15 -0.52
C -4.24 0.40 -0.11 -1.03
C -4.14 1.45 1.02 -0.53
C -3.89 2.86 0.52 -0.42
C -5.17 3.58 0.08 -1.34
N 0.56 -1.29 -1.62 -0.59
S 1.04 0.26 -2.03 1.16
C 0.54 0.34 -3.74 -1.29
O 2.48 0.37 -2.01 -0.73
O 0.33 1.25 -1.29 -0.55
H 1.66 4.28 0.62 0.75
H 4.35 -0.41 1.51 0.50
H 3.83 0.26 0.00 0.28
H 4.80 2.30 1.98 0.49
H 5.94 1.20 1.30 0.51
H 5.89 2.09 -0.77 0.47
H 4.14 2.21 -0.75 0.02
H 6.07 4.24 0.44 0.25
H 4.35 4.27 0.72 0.41
H 5.02 3.98 -2.01 0.30
H 2.01 5.47 -2.69 0.37
H 2.36 3.78 -2.35 -0.03
H 3.36 4.69 -3.48 0.44
H 3.56 1.24 3.43 0.66
H 2.79 -0.29 3.51 0.39
H 1.52 0.78 4.95 0.72
H 1.26 2.95 5.42 0.41
H 1.41 3.52 3.78 0.29
H 2.85 2.96 4.71 0.37
H 2.53 -1.37 -0.10 0.57
H 2.97 -2.76 1.70 0.38
H 0.53 -1.62 3.05 0.21
H 1.24 -3.33 3.37 0.37
H 1.29 -3.67 -0.52 0.41
H -0.06 -3.61 0.67 0.50
H -1.42 -2.79 -1.56 0.50
H -0.69 -0.47 1.31 -0.58
H -1.35 -2.03 0.95 0.54
H -1.91 -1.05 -1.40 0.54
H -1.81 0.50 -0.53 0.18
H -3.79 -1.68 -0.38 -0.35
H -3.31 -0.99 1.22 0.59
H -5.27 0.11 -0.30 0.49
H -3.90 0.89 -1.03 0.44
H -3.32 1.18 1.69 0.18
H -5.07 1.45 1.57 0.48
H -3.46 3.46 1.32 0.42
H -3.17 2.90 -0.30 0.18
H -5.58 3.14 -0.83 0.32
H -4.94 4.61 -0.17 0.39
H -5.90 3.61 0.87 0.33
H 1.29 -1.89 -2.01 0.61
H -0.51 0.60 -3.80 0.32
H 1.20 1.04 -4.24 0.45
H 0.67 -0.65 -4.17 0.41
C -5.63 -5.24 -1.01 -1.23
C -4.48 -4.63 -1.73 0.60
O -4.15 -3.49 -1.72 -0.44
N -3.63 -5.54 -2.64 0.04
C -3.71 -7.02 -2.48 -0.90
H -5.98 -4.52 -0.27 0.35
H -6.43 -5.45 -1.72 0.37
H -5.35 -6.16 -0.51 0.40
H -3.88 -5.25 -3.59 0.43
H -2.66 -5.19 -2.52 0.23
H -3.04 -7.47 -3.20 0.36
H -4.73 -7.34 -2.68 0.39
H -3.41 -7.28 -1.47 0.37

Record 9
15
Properties=species:S:1:pos:R:3:mulliken_charge:R:1 method="wB97M-V/def2-TZVPD" energy_ev=-7829.7592 smiles="CN(C)/C=C/O" gap_ha=0.3148
C 0.46 -1.25 0.80 -0.98
N -0.57 -0.44 0.16 -0.09
C -1.05 -1.06 -1.06 -1.05
C -0.18 0.89 -0.05 -0.64
C 0.35 1.76 0.81 0.17
O 1.10 2.77 0.28 -0.50
H 1.34 -1.40 0.15 0.33
H 0.04 -2.23 1.05 0.31
H 0.79 -0.78 1.73 0.35
H -1.48 -2.04 -0.82 0.32
H -1.83 -0.45 -1.51 0.34
H -0.25 -1.21 -1.81 0.38
H -0.34 1.29 -1.06 0.34
H 0.29 1.76 1.90 0.39
H 1.31 2.38 -0.58 0.33

Record 10
9
Properties=species:S:1:pos:R:3:mulliken_charge:R:1 method="wB97M-V/def2-TZVPD" energy_ev=-12032.5127 gap_ha=0.2553 charge=+3
O -0.88 -0.57 0.15 -0.38
H -1.67 -1.11 0.31 0.47
O 1.19 0.85 -0.15 -0.38
Bi -0.69 1.20 -0.83 1.89
H 2.00 1.37 -0.25 0.47
C 1.38 -0.38 0.47 0.08
C 0.30 -1.15 0.57 0.02
H 2.40 -0.70 0.64 0.43
H 0.28 -1.79 1.47 0.39

Record 11
71
Properties=species:S:1:pos:R:3:lowdin_spin:R:1 method="wB97M-V/def2-TZVPD" spin_multiplicity=2 energy_ev=-202223.2160 gap_ha="0.3441 / 0.1257" charge=+1
Br -1.15 -1.99 -1.16 0.61
C -0.36 -0.74 0.16 0.05
C 0.33 0.44 -0.56 0.01
Br 0.73 2.13 0.49 0.01
H 0.40 -1.17 0.80 0.02
H -1.18 -0.44 0.81 0.00
H -0.31 0.65 -1.42 0.00
H 1.28 0.14 -1.01 0.00
C -4.09 -2.00 -2.85 0.01
N -5.11 -0.94 -2.97 0.00
O -5.21 -0.41 -4.03 0.00
O -5.89 -0.73 -2.08 0.00
H -3.63 -1.92 -1.86 0.01
H -3.36 -1.76 -3.62 0.00
H -4.65 -2.93 -2.98 0.00
C 4.27 0.79 -0.85 0.00
N 5.14 -0.40 -0.56 0.00
O 6.24 -0.57 -1.09 0.00
O 4.72 -1.14 0.30 0.00
H 3.60 1.01 -0.02 0.00
H 3.70 0.75 -1.77 0.00
H 4.87 1.66 -1.12 0.00
C -3.43 -3.11 1.80 0.00
N -2.80 -4.42 2.07 0.00
O -3.44 -5.31 2.55 0.01
O -1.65 -4.66 1.60 0.24
H -4.28 -3.16 1.12 0.00
H -2.72 -2.50 1.25 0.00
H -3.76 -2.75 2.77 0.00
C -5.03 1.48 1.76 0.00
N -4.71 0.40 0.78 0.00
O -5.51 -0.51 0.66 0.00
O -3.63 0.39 0.23 0.01
H -4.52 2.43 1.60 0.00
H -4.75 1.00 2.70 0.00
H -6.11 1.63 1.78 0.00
C 2.25 5.14 1.65 0.00
N 3.40 4.55 0.99 0.00
O 4.28 3.97 1.64 0.00
O 3.29 4.54 -0.23 0.00
H 2.08 4.50 2.51 0.00
H 1.39 5.00 0.99 0.00
H 2.33 6.20 1.89 0.00
C 3.64 -3.97 2.30 0.00
N 2.24 -3.94 2.72 0.00
O 1.95 -4.66 3.69 0.00
O 1.50 -3.38 1.91 0.00
H 4.30 -4.16 3.15 0.00
H 3.96 -2.96 2.08 0.00
H 3.86 -4.65 1.47 0.00
C -1.53 4.23 -1.61 0.00
N -2.94 4.14 -1.13 0.00
O -3.88 4.63 -1.79 0.00
O -3.09 3.68 0.07 0.00
H -0.99 4.92 -0.97 0.00
H -1.54 4.59 -2.64 0.00
H -1.22 3.19 -1.58 0.00
C 4.30 0.47 3.34 0.00
N 2.85 0.56 2.94 0.00
O 2.29 -0.46 2.51 0.00
O 2.39 1.61 3.40 0.00
H 4.90 1.14 2.72 0.00
H 4.65 -0.54 3.12 0.00
H 4.33 0.73 4.39 0.00
C 0.88 -1.85 -5.48 0.00
N 0.47 -1.02 -4.35 0.00
O 1.23 -0.82 -3.43 0.00
O -0.65 -0.63 -4.41 0.01
H 0.24 -1.74 -6.35 0.00
H 0.95 -2.83 -5.00 0.00
H 1.87 -1.53 -5.77 0.00

Record 12
9
Properties=species:S:1:pos:R:3:lowdin_spin:R:1 method="wB97M-V/def2-TZVPD" spin_multiplicity=3 energy_ev=-29570.0159 gap_ha="0.3099 / 0.2268"
C -1.71 0.28 -0.08 0.00
C -0.47 0.40 0.30 0.01
O 2.01 -0.86 1.16 0.48
O 1.68 -1.24 -1.32 0.54
S 2.25 -0.43 -0.23 0.78
Cl 0.58 1.55 -0.46 0.19
H -2.42 -0.22 0.60 0.00
H -2.10 0.62 -1.03 0.00
H 0.18 -0.09 1.05 0.00